1.
{
  "formula": "C28H43AsF3N2O3PS2Ta",
  "method": "ωB97M-V/def2-TZVPD",
  "gap_ev": [6.865, 6.669],
  "s_squared": 0.762,
  "spin_multiplicity": 2,
  "max_force_ev_per_a": 0.2,
  "relative_energy_kcal_mol": 0.0,
  "charge": 2,
  "e_homo_ev": [-13.2350, -13.7789],
  "species": ["Ta", "C", "C", "C", "C", "C", "C", "C", "C", "N", "C", "C", "C", "C", "N", "C", "C", "C", "C", "C", "C", "C", "C", "H", "H", "H", "H", "H", "H", "H", "H", "H", "H", "H", "H", "H", "H", "H", "H", "H", "H", "H", "H", "H", "H", "H", "H", "C", "C", "O", "P", "S", "S", "O", "C", "C", "H", "H", "H", "H", "H", "H", "H", "H", "H", "H", "F", "C", "F", "F", "C", "As", "C", "C", "O", "H", "H", "H", "H", "H", "H", "H", "H", "H"],
  "xyz": [[0.394, -0.019, 0.029], [0.797, 0.844, 3.966], [-0.667, 1.002, 3.664], [-1.437, 1.882, 4.417], [-2.804, 1.980, 4.226], [-3.431, 1.174, 3.291], [-2.704, 0.284, 2.508], [-3.453, -0.638, 1.580], [-1.317, 0.245, 2.686], [-0.556, -0.660, 1.838], [-0.615, -1.945, 2.122], [-1.200, -2.495, 3.376], [-0.110, -2.802, 1.085], [-0.224, -4.282, 1.199], [0.363, -2.149, 0.026], [0.877, -2.948, -1.073], [2.050, -3.691, -0.918], [2.843, -3.765, 0.359], [2.478, -4.457, -2.004], [1.761, -4.499, -3.184], [0.580, -3.776, -3.301], [0.114, -2.998, -2.249], [-1.216, -2.300, -2.366], [1.006, 1.189, 4.976], [1.423, 1.425, 3.286], [1.116, -0.195, 3.896], [-0.952, 2.474, 5.183], [-3.388, 2.659, 4.833], [-4.508, 1.213, 3.177], [-4.237, -0.097, 1.051], [-3.945, -1.429, 2.151], [-2.818, -1.110, 0.831], [-1.216, -1.745, 4.163], [-0.633, -3.363, 3.709], [-2.230, -2.823, 3.207], [-1.197, -4.544, 1.616], [0.531, -4.675, 1.885], [-0.104, -4.776, 0.239], [2.517, -3.061, 1.118], [3.896, -3.565, 0.161], [2.783, -4.773, 0.774], [3.381, -5.046, -1.899], [2.101, -5.117, -4.005], [-0.012, -3.852, -4.205], [-1.760, -2.664, -3.236], [-1.107, -1.219, -2.480], [-1.845, -2.474, -1.490], [-3.743, 4.759, 0.024], [-3.403, 3.578, 0.897], [-1.950, 3.391, 1.036], [-1.035, 2.773, -0.062], [0.740, 2.349, 0.779], [-1.736, 1.047, -0.825], [-0.891, 3.774, -1.261], [-0.399, 5.144, -1.038], [0.948, 5.304, -1.692], [-4.822, 4.909, 0.049], [-3.453, 4.597, -1.014], [-3.271, 5.668, 0.398], [-3.819, 2.643, 0.520], [-3.733, 3.717, 1.922], [-0.362, 5.341, 0.034], [-1.153, 5.790, -1.483], [1.689, 4.656, -1.224], [1.283, 6.336, -1.579], [0.884, 5.085, -2.758], [3.292, -0.743, -0.043], [2.521, -0.078, 0.893], [2.675, -0.782, 2.037], [3.173, 1.092, 1.087], [1.158, 0.218, -4.567], [2.282, 0.159, -3.036], [3.140, 1.819, -2.676], [3.506, -1.288, -3.124], [1.213, -0.062, -1.696], [1.774, 0.436, -5.440], [0.406, 0.994, -4.439], [0.688, -0.758, -4.683], [3.842, 2.042, -3.479], [3.670, 1.732, -1.728], [2.380, 2.597, -2.610], [4.088, -1.178, -4.039], [2.940, -2.218, -3.147], [4.155, -1.260, -2.252]]
}



2.
{
  "formula": "C28H43F9OP2Pd",
  "method": "ωB97M-V/def2-TZVPD",
  "gap_ev": [7.356, 3.554],
  "s_squared": 6.025,
  "spin_multiplicity": 5,
  "max_force_ev_per_a": 4.0,
  "relative_energy_kcal_mol": 45.3,
  "charge": 2,
  "e_homo_ev": [-13.1820, -13.1531],
  "species": ["Pd", "C", "C", "C", "C", "C", "C", "H", "H", "H", "C", "H", "H", "H", "C", "H", "H", "H", "C", "H", "H", "H", "C", "H", "H", "H", "C", "C", "C", "C", "C", "C", "C", "C", "H", "H", "H", "H", "H", "H", "H", "H", "H", "H", "H", "H", "P", "P", "C", "C", "H", "H", "H", "H", "C", "H", "H", "H", "C", "H", "H", "H", "C", "H", "H", "H", "C", "H", "H", "H", "F", "C", "F", "F", "C", "O", "C", "F", "F", "F", "C", "F", "F", "F"],
  "xyz": [[-1.036, 1.699, -2.787], [-0.133, 0.817, 0.427], [0.772, 1.216, -0.590], [-1.202, 2.497, -0.779], [-1.334, 1.516, 0.306], [0.254, 2.316, -1.340], [0.143, -0.119, 1.544], [1.165, -0.496, 1.446], [-0.616, -0.940, 1.469], [0.035, 0.364, 2.543], [-2.449, 1.482, 1.282], [-2.095, 0.920, 2.143], [-3.283, 0.925, 0.885], [-2.791, 2.472, 1.626], [-1.612, 3.918, -0.475], [-0.838, 4.329, 0.199], [-2.601, 3.983, 0.025], [-1.669, 4.489, -1.431], [1.102, 3.555, -1.443], [1.062, 4.072, -0.471], [0.725, 4.233, -2.212], [2.128, 3.233, -1.637], [2.119, 0.657, -0.833], [2.983, 1.236, -0.463], [2.294, 0.609, -1.918], [2.216, -0.329, -0.362], [0.135, -3.001, -1.333], [0.952, -3.731, -0.574], [2.429, -3.997, -0.700], [2.948, -4.015, -2.162], [3.307, -2.692, -2.803], [2.568, -1.720, -3.403], [1.190, -1.348, -2.922], [0.395, -2.649, -2.773], [2.611, -5.020, -0.308], [2.240, -4.623, -2.755], [3.031, -3.330, -0.017], [0.966, -3.477, -3.217], [-0.775, -2.519, -0.873], [0.441, -4.262, 0.302], [-0.575, -2.558, -3.279], [1.238, -0.921, -1.912], [3.020, -1.171, -4.241], [0.626, -0.554, -3.464], [3.883, -4.608, -2.145], [4.399, -2.568, -2.881], [-1.096, -0.790, -5.272], [-1.054, 2.316, -5.507], [-1.268, -0.110, -7.007], [-1.778, 1.321, -6.953], [-1.977, -0.732, -7.578], [-0.294, -0.169, -7.528], [-1.566, 1.860, -7.893], [-2.870, 1.382, -6.815], [-1.664, 3.883, -6.305], [-1.310, 4.764, -5.755], [-2.763, 3.845, -6.297], [-1.330, 3.955, -7.354], [0.694, 2.341, -6.130], [0.748, 2.479, -7.221], [1.207, 1.408, -5.865], [1.224, 3.174, -5.651], [-2.795, -1.520, -5.176], [-2.883, -2.051, -4.220], [-2.988, -2.215, -6.005], [-3.543, -0.717, -5.200], [-0.155, -2.257, -5.916], [0.588, -1.928, -6.654], [-0.820, -2.994, -6.383], [0.391, -2.740, -5.108], [-4.860, -1.065, 0.754], [-4.467, -2.358, 0.557], [-5.447, -3.171, 1.052], [-4.389, -2.561, -0.787], [-2.997, -2.594, 1.234], [-2.163, -1.754, 0.709], [-3.188, -2.511, 2.847], [-4.038, -3.458, 3.348], [-1.986, -2.661, 3.471], [-3.680, -1.293, 3.200], [-2.584, -4.141, 0.964], [-3.518, -5.049, 1.377], [-2.368, -4.358, -0.365], [-1.414, -4.429, 1.613]]
}



3.
{
  "formula": "C28H44AgF3N2O4P2",
  "method": "ωB97M-V/def2-TZVPD",
  "gap_ev": 1.961,
  "max_force_ev_per_a": 2.6,
  "e_homo_ev": -6.5410,
  "species": ["C", "C", "O", "O", "C", "C", "C", "C", "C", "C", "C", "C", "P", "C", "C", "O", "C", "C", "C", "C", "N", "C", "C", "C", "C", "C", "C", "C", "F", "F", "F", "P", "O", "C", "C", "C", "C", "N", "C", "H", "H", "H", "H", "H", "H", "H", "H", "H", "H", "H", "H", "H", "H", "H", "H", "H", "H", "H", "H", "H", "H", "H", "H", "H", "H", "H", "H", "H", "H", "H", "H", "H", "H", "H", "H", "H", "H", "H", "H", "H", "H", "H", "H", "Ag"],
  "xyz": [[-2.816, -7.869, -5.225], [-4.096, -7.177, -4.779], [-4.980, -6.964, -5.576], [-4.173, -6.869, -3.446], [-4.750, -5.590, -3.188], [-3.747, -4.795, -2.304], [-4.427, -3.975, -1.200], [-3.350, -3.365, -0.212], [-2.533, -2.213, -0.847], [-1.204, -2.042, -0.060], [-1.206, -0.715, 0.781], [0.251, -0.341, 1.091], [0.686, 1.167, 2.198], [-1.191, 1.874, 2.248], [-2.155, 1.344, 3.282], [-2.368, 1.919, 4.336], [0.872, 2.430, 0.728], [0.389, 2.033, -0.686], [0.525, 3.307, -1.603], [1.765, 3.258, -2.526], [2.412, 4.555, -2.665], [2.424, 5.360, -3.752], [3.152, 6.489, -3.561], [3.622, 6.377, -2.191], [3.137, 5.215, -1.706], [1.087, 2.595, 3.404], [2.346, 2.644, 4.288], [3.578, 3.339, 3.695], [4.022, 4.318, 4.538], [3.343, 3.966, 2.524], [4.643, 2.534, 3.519], [0.257, -0.294, 3.920], [0.310, 0.284, 5.304], [2.521, 0.558, 2.024], [3.206, 0.631, 0.790], [4.497, 0.158, 0.679], [5.159, -0.416, 1.749], [4.558, -0.524, 2.920], [3.316, -0.054, 2.992], [-2.538, -8.628, -4.480], [-1.972, -7.170, -5.264], [-2.973, -8.319, -6.204], [-5.731, -5.660, -2.699], [-4.912, -5.020, -4.109], [-3.025, -5.469, -1.831], [-3.240, -4.097, -2.977], [-5.184, -4.638, -0.648], [-5.013, -3.120, -1.586], [-3.789, -2.980, 0.757], [-2.679, -4.186, 0.064], [-3.120, -1.293, -0.938], [-2.279, -2.572, -1.854], [-1.154, -2.865, 0.668], [-0.314, -2.119, -0.690], [-1.760, 0.000, 0.157], [-1.846, -0.939, 1.643], [0.621, -1.225, 1.660], [0.832, -0.477, 0.168], [-1.186, 2.942, 2.505], [-1.662, 1.886, 1.253], [-2.772, 0.419, 3.113], [1.880, 2.878, 0.695], [0.258, 3.326, 0.904], [-0.669, 1.758, -0.758], [0.975, 1.261, -1.203], [-0.368, 3.356, -2.245], [0.535, 4.236, -1.025], [2.532, 2.536, -2.219], [1.421, 2.999, -3.534], [1.964, 5.174, -4.719], [3.358, 7.289, -4.257], [4.236, 7.130, -1.716], [3.269, 4.788, -0.718], [0.264, 2.628, 4.135], [1.013, 3.591, 2.946], [2.606, 1.751, 4.858], [2.093, 3.348, 5.100], [1.201, -1.376, 3.907], [-0.911, -1.097, 3.654], [2.753, 1.036, -0.109], [5.007, 0.240, -0.282], [6.171, -0.801, 1.623], [2.910, -0.165, 4.002], [-5.885, -3.515, 0.768]]
}



4.
{
  "formula": "C28H44O20S",
  "method": "ωB97M-V/def2-TZVPD",
  "gap_ev": 9.685,
  "max_force_ev_per_a": 10.9,
  "relative_energy_kcal_mol": 0.0,
  "e_homo_ev": -10.0972,
  "species": ["C", "C", "C", "O", "C", "O", "O", "H", "H", "H", "H", "H", "H", "C", "C", "C", "O", "C", "O", "O", "H", "H", "H", "H", "H", "H", "C", "C", "C", "O", "C", "O", "O", "H", "H", "H", "H", "H", "H", "C", "C", "C", "O", "C", "O", "O", "H", "H", "H", "H", "H", "H", "C", "C", "C", "O", "C", "O", "O", "H", "H", "H", "H", "H", "H", "C", "C", "C", "O", "C", "O", "O", "H", "H", "H", "H", "H", "H", "C", "C", "C", "S", "O", "O", "C", "H", "H", "H", "H", "H", "H", "H", "H"],
  "xyz": [[-13.723, -21.205, 34.048], [-12.326, -21.079, 34.482], [-12.003, -21.061, 35.961], [-10.817, -21.902, 36.018], [-10.616, -22.579, 34.949], [-9.715, -23.378, 34.801], [-11.556, -22.205, 34.085], [-14.239, -21.984, 34.564], [-13.711, -21.361, 33.054], [-14.284, -20.321, 34.257], [-11.825, -20.287, 33.972], [-12.705, -21.569, 36.648], [-12.058, -20.119, 36.314], [-8.192, -26.271, 32.572], [-6.737, -25.626, 32.579], [-6.552, -24.283, 32.918], [-5.387, -24.370, 33.794], [-4.972, -25.582, 33.982], [-3.849, -25.958, 34.479], [-5.860, -26.361, 33.435], [-8.431, -27.108, 31.847], [-8.882, -25.617, 32.218], [-8.420, -26.584, 33.594], [-6.197, -25.633, 31.674], [-7.166, -23.864, 33.452], [-6.177, -23.687, 32.225], [-1.850, -26.297, 38.463], [-1.551, -26.510, 36.937], [-0.206, -26.831, 36.400], [-0.340, -28.177, 35.955], [-1.553, -28.476, 36.019], [-1.991, -29.682, 35.785], [-2.308, -27.545, 36.468], [-2.990, -26.064, 38.593], [-1.287, -25.734, 39.062], [-1.779, -27.265, 38.771], [-1.850, -25.551, 36.487], [0.545, -26.556, 37.353], [-0.109, -26.215, 35.601], [-12.051, -23.913, 30.689], [-12.557, -24.593, 29.514], [-13.304, -25.975, 29.850], [-14.657, -25.560, 29.638], [-14.778, -24.451, 28.857], [-15.768, -24.070, 28.390], [-13.519, -23.813, 28.870], [-11.585, -22.889, 30.449], [-11.170, -24.437, 31.151], [-12.948, -23.533, 31.287], [-11.632, -24.841, 28.797], [-12.887, -26.378, 30.836], [-13.138, -26.660, 29.004], [-6.008, -25.720, 37.364], [-6.919, -26.697, 36.645], [-6.256, -28.130, 36.487], [-6.850, -28.886, 37.496], [-7.878, -28.235, 37.945], [-8.676, -28.724, 38.707], [-8.099, -27.060, 37.452], [-6.495, -24.809, 37.472], [-5.077, -25.261, 36.679], [-5.650, -25.977, 38.399], [-7.311, -26.316, 35.654], [-5.326, -27.946, 36.955], [-6.292, -28.595, 35.471], [-2.417, -22.630, 34.318], [-1.012, -23.380, 34.006], [-1.126, -24.328, 32.801], [-0.412, -23.583, 31.869], [0.274, -22.619, 32.444], [1.202, -22.010, 31.863], [-0.072, -22.412, 33.675], [-2.142, -21.745, 34.897], [-3.002, -23.332, 35.040], [-2.798, -22.059, 33.500], [-0.692, -23.844, 34.852], [-2.089, -24.558, 32.705], [-0.458, -25.211, 32.985], [-7.609, -19.463, 29.812], [-7.272, -20.795, 30.497], [-8.348, -21.170, 31.494], [-9.439, -19.730, 31.501], [-8.978, -18.797, 32.364], [-10.797, -20.207, 31.522], [-9.190, -19.255, 29.780], [-7.448, -19.799, 28.781], [-6.944, -18.783, 30.295], [-6.324, -20.760, 31.204], [-7.050, -21.585, 29.610], [-7.872, -21.418, 32.457], [-8.864, -22.082, 30.952], [-9.323, -18.279, 29.458], [-9.694, -20.018, 29.207]]
}



5.
{
  "formula": "C28H45Br27NO9PS",
  "method": "ωB97M-V/def2-TZVPD",
  "gap_ev": 8.097,
  "max_force_ev_per_a": 1.9,
  "relative_energy_kcal_mol": 0.0,
  "e_homo_ev": -8.4728,
  "species": ["C", "C", "O", "C", "C", "C", "C", "C", "C", "C", "O", "C", "C", "O", "C", "C", "O", "C", "N", "O", "C", "O", "C", "C", "S", "C", "C", "P", "O", "O", "O", "H", "H", "H", "H", "H", "H", "H", "H", "H", "H", "H", "H", "H", "H", "H", "H", "H", "H", "H", "H", "H", "H", "H", "H", "H", "H", "H", "H", "H", "H", "H", "H", "H", "H", "H", "H", "C", "Br", "Br", "Br", "H", "C", "Br", "Br", "Br", "H", "C", "Br", "Br", "Br", "H", "C", "Br", "Br", "Br", "H", "C", "Br", "Br", "Br", "H", "C", "Br", "Br", "Br", "H", "C", "Br", "Br", "Br", "H", "C", "Br", "Br", "Br", "H", "C", "Br", "Br", "Br", "H"],
  "xyz": [[2.569, 3.706, 1.513], [2.061, 2.299, 1.900], [0.681, 2.075, 1.656], [0.218, 1.772, 0.335], [1.287, 1.786, -0.751], [-0.425, 0.342, 0.453], [-0.965, -0.172, -0.910], [-0.147, -1.252, -1.659], [-0.495, -1.283, -3.170], [-1.993, -1.150, -3.382], [-2.382, -1.469, -4.734], [-3.236, -0.490, -5.176], [-4.543, -0.343, -4.437], [-2.918, 0.235, -6.053], [0.374, -0.668, 1.271], [-0.459, -1.591, 2.195], [-0.873, -0.881, 3.362], [-1.595, -2.355, 1.500], [-1.075, -3.515, 0.763], [-1.664, 0.686, 1.182], [-2.201, 1.747, 0.562], [-3.353, 1.866, 0.363], [-1.052, 2.707, 0.161], [-1.087, 3.876, 1.223], [-1.785, 3.471, 2.839], [-3.166, 4.638, 2.979], [-4.111, 4.773, 1.765], [-1.316, 3.617, -1.399], [-2.647, 4.242, -1.528], [-0.974, 2.727, -2.694], [-0.135, 4.703, -1.356], [2.538, 4.371, 2.381], [1.993, 4.143, 0.693], [3.612, 3.634, 1.178], [2.703, 1.510, 1.489], [2.161, 2.212, 2.989], [1.742, 2.770, -0.891], [0.903, 1.449, -1.713], [2.099, 1.104, -0.467], [-1.048, 0.676, -1.596], [-1.979, -0.551, -0.766], [-0.420, -2.236, -1.267], [0.931, -1.123, -1.518], [-0.192, -2.255, -3.578], [0.072, -0.513, -3.707], [-2.282, -0.108, -3.182], [-2.556, -1.754, -2.655], [-4.592, 0.714, -4.154], [-4.581, -0.920, -3.511], [-5.394, -0.569, -5.086], [0.979, -1.312, 0.617], [1.092, -0.177, 1.936], [0.240, -2.362, 2.559], [-1.827, -0.744, 3.298], [-2.224, -1.726, 0.874], [-2.241, -2.737, 2.302], [-0.959, -4.306, 1.388], [-0.134, -3.330, 0.430], [-0.091, 4.309, 1.322], [-1.718, 4.667, 0.802], [-3.753, 4.308, 3.843], [-2.775, 5.628, 3.243], [-4.269, 5.825, 1.497], [-3.767, 4.260, 0.866], [-5.101, 4.367, 2.003], [-1.817, 2.369, -3.023], [-0.503, 5.553, -1.650], [-5.421, -3.468, 0.104], [-7.272, -3.686, 0.578], [-4.925, -1.602, 0.035], [-4.261, -4.476, 1.266], [-5.293, -3.865, -0.893], [2.112, -6.290, 0.551], [0.324, -6.679, 1.161], [2.400, -4.379, 0.459], [3.453, -7.163, 1.607], [2.200, -6.667, -0.458], [4.778, -4.327, 5.226], [4.454, -6.032, 6.052], [6.602, -4.138, 4.649], [3.558, -4.003, 3.774], [4.609, -3.567, 5.976], [5.898, -4.347, -1.567], [4.547, -3.509, -2.657], [6.088, -3.480, 0.136], [5.566, -6.232, -1.388], [6.838, -4.243, -2.089], [9.182, -0.652, -0.839], [7.567, 0.316, -0.462], [10.034, -1.282, 0.766], [8.864, -2.091, -2.073], [9.865, 0.033, -1.322], [-9.009, -1.058, 3.582], [-7.504, -0.243, 2.709], [-10.452, -1.376, 2.349], [-8.501, -2.671, 4.503], [-9.369, -0.363, 4.327], [-5.627, 4.033, -4.001], [-5.862, 2.779, -2.568], [-4.120, 3.558, -5.104], [-7.228, 4.218, -5.055], [-5.419, 4.996, -3.556], [7.432, 1.397, 4.258], [6.034, 2.345, 3.328], [7.659, 2.065, 6.048], [7.137, -0.505, 4.244], [8.354, 1.584, 3.725], [5.008, 0.295, -4.715], [3.663, 0.473, -3.350], [5.472, 1.997, -5.481], [6.552, -0.634, -4.047], [4.581, -0.306, -5.505]]
}